12
Properties=species:S:1:pos:R:3:forces:R:3:nbo_charge:R:1 method="wB97M-V/def2-TZVPD" total_energy_ev=-6762.0656 homo_energy_ev=-9.71 e_above_lowest_ev=0.6848 smiles="CCNC=O" homo_lumo_gap_ev=10.54 e_lumo_ev=0.82 multiplicity=1
C -1.188 0.582 0.563 -0.020 -0.005 -0.012 -0.6422
C -0.630 -0.695 -0.077 -0.142 -0.001 0.072 -0.2140
N 0.732 -0.553 -0.600 0.108 0.160 -0.023 -0.6142
C 1.703 0.328 -0.236 0.036 0.087 0.048 0.5279
O 1.673 1.158 0.652 0.064 -0.360 -0.297 -0.6172
H -1.909 0.332 1.346 0.016 -0.029 -0.204 0.2123
H -1.685 1.217 -0.176 0.099 -0.083 0.070 0.2056
H -0.378 1.149 1.015 -0.217 -0.020 0.048 0.2615
H -1.255 -0.982 -0.932 0.078 -0.028 0.186 0.1957
H -0.669 -1.530 0.634 0.114 0.162 -0.033 0.1884
H 1.015 -1.229 -1.295 -0.067 0.187 0.034 0.3917
H 2.590 0.225 -0.894 -0.069 -0.070 0.111 0.1045



10
Properties=species:S:1:pos:R:3:forces:R:3:nbo_charge:R:1 method="wB97M-V/def2-TZVPD" total_energy_ev=-6725.3014 homo_energy_ev="-8.89 / -8.47" e_above_lowest_ev=4.2713 smiles="C=C/C=[NH+]/[O-]" homo_lumo_gap_ev="8.18 / 7.86" e_lumo_ev="-0.71 / -0.62" multiplicity=1
C 0.861 -0.736 -0.045 -1.550 1.456 0.549 -0.3711
C 0.345 0.545 -0.007 1.165 -1.017 1.405 -0.2552
C -1.043 0.940 0.004 -2.885 -4.163 -0.387 -0.0314
N -2.002 -0.040 0.054 -0.304 -0.214 -1.837 -0.0610
O -3.361 -0.190 -0.002 4.406 1.451 0.359 -0.4719
H 1.882 -0.960 0.255 -0.156 0.169 -0.390 0.2207
H 0.166 -1.612 -0.144 1.011 0.823 -0.187 0.1819
H 0.905 1.448 0.349 0.334 -1.189 -0.841 0.2261
H -1.300 1.909 -0.206 -0.879 2.284 0.220 0.2063
H -1.487 -0.917 -0.208 -1.142 0.398 1.109 0.3557



16
Properties=species:S:1:pos:R:3:forces:R:3:nbo_charge:R:1 method="wB97M-V/def2-TZVPD" total_energy_ev=-9774.6570 homo_energy_ev=-9.27 e_above_lowest_ev=0.8821 smiles="[H]/N=C/N.CC(N)=O" homo_lumo_gap_ev=10.07 e_lumo_ev=0.80 multiplicity=1
N 1.414 -1.629 -1.445 -0.205 1.324 -0.620 -0.8107
C 1.085 -0.314 -1.747 -1.587 -0.211 -0.598 0.3014
N -0.150 0.073 -1.666 1.610 -1.083 1.134 -0.7676
H 0.843 -2.055 -0.746 -0.295 -0.271 0.116 0.3859
H 2.371 -1.899 -1.460 0.471 -0.074 0.010 0.3862
H 1.872 0.296 -2.223 0.014 -0.226 0.672 0.1570
H -0.233 1.072 -1.562 0.147 0.443 -0.882 0.3564
C -1.702 1.053 0.758 0.425 0.821 0.380 -0.7424
C -0.309 0.708 1.312 1.463 1.790 0.025 0.6907
N -0.133 -0.493 1.969 0.838 -1.132 -0.625 -0.8381
O 0.643 1.511 1.255 -1.996 -1.241 0.084 -0.6250
H -1.948 0.419 -0.107 0.021 0.318 0.415 0.2609
H -1.627 2.127 0.497 0.012 -0.689 -0.384 0.2384
H -2.501 1.057 1.517 0.414 -0.603 -0.098 0.2330
H 0.875 -0.633 2.220 -1.358 0.223 -0.399 0.3929
H -0.501 -1.294 1.428 0.026 0.611 0.771 0.3811



10
Properties=species:S:1:pos:R:3:forces:R:3:nbo_charge:R:1 method="wB97M-V/def2-TZVPD" total_energy_ev=-24265.3816 homo_energy_ev=-8.60 e_above_lowest_ev=1.6227 homo_lumo_gap_ev=8.81 e_lumo_ev=0.21 multiplicity=1
C -1.244 0.065 0.128 -1.648 -1.439 1.697 -0.7032
C -0.021 0.454 -0.525 3.077 -1.702 -0.660 -0.0304
N 1.311 -1.023 0.019 -4.767 1.633 0.756 -0.9027
Cl 0.711 1.903 0.106 -0.358 0.052 -0.721 0.0149
I 3.148 -0.308 0.002 0.969 0.223 0.283 0.3221
H -1.321 -1.013 -0.098 -0.481 0.283 -0.107 0.2434
H -2.156 0.592 -0.260 0.866 -0.382 0.420 0.2461
H -1.201 0.089 1.261 -0.071 0.455 -1.281 0.2269
H -0.085 0.281 -1.649 0.738 0.762 1.533 0.2305
H 0.859 -1.041 1.015 1.676 0.115 -1.920 0.3525



72
Properties=species:S:1:pos:R:3:forces:R:3:mulliken_charge:R:1 method="wB97M-V/def2-TZVPD" total_energy_ev=-89324.0496 homo_energy_ev="-4.36 / -7.96" e_above_lowest_ev=3.3733 s2=12.0893 homo_lumo_gap_ev="4.11 / 5.53" e_lumo_ev="-0.25 / -2.43" multiplicity=7
O 0.457 -0.196 -2.772 0.456 -0.713 2.139 -0.5369
C -0.621 0.342 -3.339 -0.942 0.800 0.479 0.1778
C -0.338 1.754 -3.902 -0.556 -0.390 0.045 0.0395
C 0.304 2.737 -3.145 0.236 0.152 -0.101 0.4904
H 0.577 2.534 -2.098 -0.003 0.096 -0.635 0.0592
C 0.591 3.983 -3.721 -0.152 -0.328 0.024 -0.9132
H 1.137 4.730 -3.131 -0.319 -0.241 -0.321 0.4220
C 0.172 4.257 -5.030 -0.160 -0.100 0.009 -0.4078
H 0.369 5.234 -5.474 -0.023 -0.247 0.113 0.3678
C -0.532 3.292 -5.764 0.116 -0.159 0.192 -0.6290
H -0.903 3.499 -6.771 0.243 0.051 0.328 0.3797
C -0.760 2.031 -5.201 0.156 0.402 0.159 -0.5174
H -1.277 1.238 -5.748 0.116 0.328 0.000 0.3426
H -0.988 -0.261 -4.210 -0.204 0.163 0.259 0.2921
C -2.547 -1.032 -2.184 -0.445 -0.407 -0.005 -1.2818
C -1.922 0.327 -2.335 0.431 1.143 -2.371 0.4131
H -3.550 -1.024 -2.638 0.264 -0.132 0.179 0.5064
H -2.691 -1.340 -1.132 -0.122 0.031 -0.278 0.3516
H -1.950 -1.811 -2.680 -0.070 0.321 0.136 0.2699
C -2.569 1.478 -2.053 -0.235 -0.494 -0.092 0.1171
C -4.010 1.583 -1.695 -0.421 -0.026 0.660 -1.6235
H -2.064 2.435 -2.172 0.075 -0.199 -0.279 0.3712
H -4.573 2.008 -2.538 0.248 0.037 0.024 0.3933
H -4.149 2.247 -0.836 -0.062 -0.062 -0.146 0.3486
H -4.473 0.624 -1.443 0.176 0.178 -0.018 0.3460
Eu -0.656 0.105 -0.140 1.927 0.227 -0.066 0.9576
Cl 0.565 2.375 0.452 -0.455 -0.320 -0.011 -0.5867
Cl -2.904 0.458 1.194 0.230 -0.071 -0.732 -0.5709
H 4.776 1.450 -2.711 -0.198 0.033 0.007 0.3591
H 5.005 1.738 -0.181 -0.170 -0.131 0.033 0.3510
C 3.699 1.519 -2.502 0.358 -0.390 -0.134 -1.0242
C 3.931 1.567 -0.027 -0.395 0.386 0.081 -0.9607
N 3.389 0.922 -1.211 0.009 -0.424 0.281 0.3091
H 3.132 0.986 -3.273 0.092 0.237 0.100 0.3416
C 2.610 -0.168 -1.139 -0.615 0.251 -0.171 -0.1029
O 1.910 -0.503 -0.159 0.540 -0.050 -0.398 -0.6995
H 3.764 0.926 0.844 0.007 0.194 -0.193 0.2601
H 2.624 -0.769 -2.069 -0.332 0.351 0.280 0.5306
H 3.417 2.582 -2.513 -0.098 -0.336 0.079 0.3086
H 3.441 2.535 0.133 0.093 -0.209 0.109 0.3115
H -0.460 -5.618 0.660 -0.092 0.192 -0.141 0.3162
H 1.483 -5.744 -1.267 -0.106 0.169 -0.093 0.3336
C -0.965 -5.015 -0.108 -0.070 -0.217 -0.048 -0.9190
C 0.851 -5.029 -1.810 0.146 -0.028 0.065 -0.9132
N 0.017 -4.275 -0.888 0.012 0.573 0.192 0.2686
H -1.664 -4.323 0.365 0.175 -0.143 -0.129 0.2524
C 0.167 -2.958 -0.748 -0.790 0.188 0.517 0.8399
O -0.594 -2.252 -0.022 0.995 -0.727 -0.671 -0.6674
H 1.482 -4.327 -2.362 -0.084 -0.226 0.029 0.2797
H 0.991 -2.505 -1.316 -0.269 -0.004 0.054 -0.1664
H -1.495 -5.702 -0.779 0.000 0.196 0.169 0.3203
H 0.220 -5.592 -2.509 0.132 0.199 0.103 0.3209
C -2.065 -0.954 3.986 -0.302 -0.163 -0.365 -1.1545
P -0.561 -0.007 3.490 0.121 0.137 1.616 0.8334
C -1.129 1.719 3.792 0.152 0.068 -0.455 -1.2715
C 0.386 -0.285 5.038 -1.258 2.616 -2.962 0.3335
C 0.557 -1.617 5.474 1.001 -3.785 2.170 -0.6284
C 1.116 -1.875 6.721 -0.755 -0.337 -1.318 -0.4447
C 1.564 -0.815 7.524 0.323 -3.071 1.640 -0.5872
C 1.479 0.499 7.054 -0.983 4.012 -3.019 -0.4459
C 0.917 0.768 5.799 1.487 0.482 2.565 -0.3711
H -2.745 -0.964 3.121 0.199 -0.135 0.532 0.3214
H -2.548 -0.460 4.838 0.123 -0.179 -0.150 0.3557
H -1.786 -1.978 4.253 -0.167 0.185 -0.012 0.4204
H -1.461 1.840 4.831 0.050 -0.011 -0.285 0.4774
H -0.294 2.394 3.562 -0.278 -0.030 0.104 0.3142
H -1.939 1.931 3.082 0.257 0.011 0.321 0.3269
H 0.210 -2.443 4.847 0.294 0.249 0.274 0.2798
H 1.194 -2.905 7.073 0.028 0.294 -0.092 0.3625
H 1.979 -1.018 8.512 -0.091 0.020 -0.339 0.3626
H 1.841 1.329 7.663 -0.093 -0.226 -0.207 0.3861
H 0.860 1.793 5.438 0.050 -0.258 0.171 0.3008



5
Properties=species:S:1:pos:R:3:forces:R:3:nbo_charge:R:1 method="wB97M-V/def2-TZVPD" total_energy_ev=-26114.1642 homo_energy_ev=-11.04 e_above_lowest_ev=0.0713 smiles=ClCCl homo_lumo_gap_ev=12.01 e_lumo_ev=0.96 multiplicity=1
C -0.063 -0.077 -0.082 0.419 -0.224 -0.624 -0.3966
Cl 1.607 -0.141 0.561 -0.506 -0.022 -0.210 -0.0341
Cl -1.031 1.167 0.715 0.021 -0.392 -0.090 -0.0101
H -0.023 0.128 -1.150 0.246 0.467 0.169 0.2190
H -0.490 -1.077 -0.043 -0.180 0.171 0.755 0.2218



What did the sixth record say?
5
Properties=species:S:1:pos:R:3:forces:R:3:nbo_charge:R:1 method="wB97M-V/def2-TZVPD" total_energy_ev=-26114.1642 homo_energy_ev=-11.04 e_above_lowest_ev=0.0713 smiles=ClCCl homo_lumo_gap_ev=12.01 e_lumo_ev=0.96 multiplicity=1
C -0.063 -0.077 -0.082 0.419 -0.224 -0.624 -0.3966
Cl 1.607 -0.141 0.561 -0.506 -0.022 -0.210 -0.0341
Cl -1.031 1.167 0.715 0.021 -0.392 -0.090 -0.0101
H -0.023 0.128 -1.150 0.246 0.467 0.169 0.2190
H -0.490 -1.077 -0.043 -0.180 0.171 0.755 0.2218